[1]
15
Properties=species:S:1:pos:R:3:forces:R:3:lowdin_charge:R:1 method="wB97M-V/def2-TZVPD" orbital_gap_ev=8.5 largest_force_ev_per_a=1.1 lumo_energy_ev=0.4392 energy_ha=-395.99342 e_homo_ha=-0.2970 e_above_lowest_kcal_mol=97.25
C -0.470093 -0.767637 -1.170530 -0.1671 -0.5979 0.8426 -0.18
C -0.312008 -0.056617 0.069178 0.0826 0.6096 -0.7591 -0.45
N -1.268817 0.848570 0.499196 0.2243 -0.1468 -0.1422 0.13
N 1.321756 1.739074 -0.231538 -0.0969 -0.3115 -0.0372 0.10
C 0.961793 0.418415 -0.329373 -0.2193 0.0398 0.3077 -0.12
O 0.027949 -1.989388 -1.235275 0.2083 0.1328 0.8688 -0.03
C -0.123408 -1.644578 1.415240 -0.0180 -0.5704 0.0543 -0.23
N -0.199207 -1.676715 2.572491 0.0078 0.1357 -0.0802 -0.01
H 0.084671 -2.293189 -0.203156 -0.0945 0.7204 -0.8912 0.09
H -1.274366 -0.500179 -1.851300 0.1084 0.1032 -0.0889 0.14
H -1.008134 1.326240 1.351670 -0.0003 -0.0230 -0.0302 0.11
H -2.188333 0.439712 0.586121 0.0683 -0.0013 0.0600 0.11
H 0.572962 2.413878 -0.181845 0.0396 -0.0303 -0.0212 0.09
H 2.126452 2.031726 -0.762136 -0.0870 -0.0033 0.0307 0.10
H 1.748784 -0.289310 -0.528743 -0.0564 -0.0571 -0.1139 0.14

[2]
28
Properties=species:S:1:pos:R:3:forces:R:3:lowdin_charge:R:1 method="wB97M-V/def2-TZVPD" orbital_gap_ev=7.8 largest_force_ev_per_a=3.2 lumo_energy_ev=-4.2503 energy_ha=-1516.92798 charge=+1 e_homo_ha=-0.4420
K -5.283550 -2.712994 3.136596 0.1001 0.0871 -0.0449 0.99
C -4.463409 0.771398 -4.453519 -0.3418 0.2852 0.0240 -0.11
C -2.946594 0.644751 -4.361212 0.3825 -0.6582 0.4236 -0.23
C -2.317206 1.197922 -3.047989 -0.0572 0.5055 0.9532 -0.17
C -3.037216 0.994279 -1.777941 -2.0807 -0.2252 0.9757 -0.25
N -3.632713 0.832483 -0.790458 1.0903 0.1206 -1.4366 0.12
H -4.847362 1.722129 -4.823363 0.4495 0.4610 0.4328 0.08
H -4.862187 0.590636 -3.455319 -0.3822 -0.0282 -0.1507 0.06
H -4.951736 0.108343 -5.167663 0.4566 -0.5760 0.1713 0.07
H -2.439218 1.049714 -5.236813 0.0542 0.3170 0.2229 0.11
H -2.666893 -0.408746 -4.364884 -0.2235 -0.1810 -0.0913 0.10
H -2.120300 2.269828 -3.066587 -0.0220 0.0983 -0.2841 0.12
H -1.393539 0.746377 -2.685978 0.6443 -0.1933 -1.1839 0.11
C 4.147324 -0.763146 2.092603 1.2006 0.6097 0.4540 -0.21
C 3.595280 0.602500 2.532368 0.5488 1.1437 -0.1316 -0.25
C 2.102540 0.553856 2.575277 -0.5000 -2.2426 -0.2587 -0.20
S 1.981712 -1.051211 3.499745 -1.5412 1.2574 2.5601 0.72
O 0.659078 -1.671821 3.266968 1.8541 0.5093 0.3550 -0.38
O 2.461166 -0.795454 4.880391 -1.0555 -0.4341 -1.8831 -0.34
C 3.304027 -1.846526 2.644350 -2.3764 -1.5408 -0.7239 -0.25
H 5.153156 -0.901849 2.489030 0.1261 0.2952 -0.2836 0.13
H 4.195317 -0.724828 1.004340 -0.0343 -0.5240 0.0544 0.12
H 3.963367 1.268984 1.752368 -0.0417 0.6168 0.5526 0.12
H 3.869046 0.895308 3.545986 0.7552 0.0632 -0.2466 0.12
H 1.706132 0.299048 1.592410 -0.3149 0.1983 -0.0818 0.10
H 1.491866 1.312271 3.065158 0.4295 -0.0491 0.0959 0.11
H 2.650218 -2.311306 1.906358 0.5155 -0.3843 -0.6152 0.10
H 3.681694 -2.671946 3.247779 0.3642 0.4683 0.1406 0.12